11
Properties=species:S:1:pos:R:3:forces:R:3 method="wB97M-V/def2-TZVPD" homo_lumo_gap_ev="7.3 / 7.3" de_lowest_kj_mol=393.1 homo_ev="-8.732 / -8.776" total_energy_ha=-638.43634
N -1.96427 -1.88681 -0.26088 0.1 3.6 3.3
N -0.91533 -1.20991 -0.21861 0.0 -2.6 -2.0
N 1.92703 0.90131 1.13758 -0.6 -0.3 2.6
N 1.01424 0.07821 0.52177 -0.1 -1.0 -0.8
O -1.27830 1.41236 -1.40041 0.7 -1.1 2.3
P -0.58591 0.15434 0.64346 -2.5 4.0 -0.8
H -1.82411 -2.47336 -0.99695 0.4 -2.8 -2.7
H 2.12233 1.68927 0.60093 0.5 1.4 -1.8
H 1.39027 1.30511 1.90560 0.6 0.0 0.5
H 1.36318 -0.80066 0.23735 0.8 -0.9 -0.8
H -1.24914 0.83013 -2.16985 0.1 -0.3 0.2


25
Properties=species:S:1:pos:R:3:forces:R:3 method="wB97M-V/def2-TZVPD" total_charge=-2 homo_lumo_gap_ev=5.1 de_lowest_kj_mol=96.2 homo_ev=-0.204 total_energy_ha=-1531.12370
C -2.53348 -0.95908 -0.08307 0.8 0.2 0.0
C -1.95158 -1.12296 -1.37697 -0.5 0.3 -0.1
C -1.78676 0.15855 -1.95709 -0.4 -0.2 0.9
H -1.73217 -2.09044 -1.84416 0.0 0.5 0.2
C -2.19835 1.14033 -0.99991 -0.2 -0.8 0.1
C -2.63744 0.46063 0.16769 0.0 0.1 -0.5
H -3.03371 0.92478 1.07694 0.0 -0.1 -0.4
H -2.89480 -1.77049 0.56076 0.0 0.3 -0.3
H -1.39987 0.36449 -2.95584 0.0 -0.1 0.4
H -2.22317 2.22340 -1.14665 0.2 -0.4 0.1
Pb -0.71942 -0.92310 2.03335 -0.5 0.2 -0.8
Cl 0.37109 -3.06714 1.35314 0.3 -0.8 -0.1
C 2.68551 0.18631 0.23283 -0.4 0.0 -0.5
C 2.36416 1.42587 -0.39420 -0.3 -0.6 -0.3
C 1.89340 1.14160 -1.70605 0.8 -0.3 0.3
H 2.46038 2.40592 0.06549 -0.1 -0.1 -0.1
C 2.00117 -0.26109 -1.92754 0.1 0.3 0.9
C 2.45524 -0.85139 -0.71786 0.0 0.5 -0.2
H 2.59065 -1.91277 -0.53258 0.0 0.1 0.0
H 3.02581 0.05223 1.25607 0.0 0.0 -0.1
H 1.57516 1.87960 -2.43534 0.0 0.0 0.0
H 1.74900 -0.79536 -2.83688 -0.1 0.0 0.1
S -0.04171 1.38484 3.54166 0.3 0.8 0.0
C -0.02064 0.38259 4.85767 0.1 -1.7 2.1
N 0.00155 -0.37729 5.76853 -0.1 1.5 -1.8


87
Properties=species:S:1:pos:R:3:forces:R:3 method="wB97M-V/def2-TZVPD" total_charge=+2 homo_lumo_gap_ev="5.0 / 5.7" de_lowest_kj_mol=27.3 multiplicity=5 homo_ev="-10.862 / -13.776" s_squared=6.023 total_energy_ha=-2628.07992
Os -1.20928 -1.82529 -2.03819 6.1 1.5 3.6
C -1.24642 -2.69684 -3.79812 -0.5 -0.3 -2.0
C -1.42306 -1.22743 -3.91673 -1.1 -1.0 -1.5
C -2.79684 -0.69816 -4.25961 -0.1 0.7 0.1
C -3.78969 -1.00062 -3.12797 -0.7 0.6 -0.1
C -3.07863 -1.34590 -1.83501 -2.3 -0.6 -0.3
C -2.82648 -2.78145 -1.52293 -2.2 0.2 -0.4
C -3.19459 -3.81245 -2.55323 -0.2 -0.8 -0.2
C -2.43243 -3.64329 -3.89286 -0.2 -0.7 -0.3
C 0.10653 1.35478 3.10654 0.5 -0.4 0.4
H -0.35678 -3.08603 -4.33232 -0.1 0.2 0.9
H -0.59818 -0.66876 -4.37570 0.1 -0.2 0.5
H -3.15169 -1.08962 -5.22024 0.1 0.0 0.1
H -2.72440 0.38939 -4.37132 0.0 -0.1 -0.1
H -4.39220 -0.10663 -2.93317 0.0 -0.2 -0.2
H -4.49696 -1.78607 -3.41370 0.1 0.1 0.1
H -3.37246 -0.72530 -0.97659 0.5 -0.1 0.0
H -3.05351 -3.04507 -0.47836 0.7 0.0 -0.1
H -4.27191 -3.80295 -2.73630 0.0 -0.1 0.1
H -2.95626 -4.80811 -2.15201 -0.1 0.3 0.0
H -2.04087 -4.64101 -4.15815 -0.2 0.5 -0.1
H -3.11378 -3.33610 -4.69942 0.2 -0.1 0.2
H 0.75095 0.45950 3.03530 -0.3 0.5 0.3
H -0.32566 1.43404 4.12373 0.2 -0.1 -0.6
H 0.70685 2.24784 2.90091 0.0 -0.1 0.1
P 2.15378 -0.00626 -0.37736 -2.1 2.4 -4.2
P -1.17695 1.29562 1.86960 -0.7 -0.2 -0.6
C 0.34668 0.41974 -0.48386 1.2 -2.2 -1.3
C -0.60711 1.14745 0.20096 -1.4 1.5 1.1
C 3.12995 1.29286 -1.15004 0.3 1.0 -0.7
C 2.50298 1.92394 -2.24053 0.5 0.2 0.0
C 3.22500 2.78568 -3.05690 0.1 0.0 0.0
C 4.56931 3.05101 -2.76975 -0.1 -0.1 0.2
C 5.17772 2.48907 -1.63859 -0.1 0.0 -0.2
C 4.46829 1.60692 -0.81964 -0.7 -0.2 -0.3
C 2.20256 -1.31556 -1.69906 -0.7 0.0 0.4
C 1.40178 -2.46966 -1.47293 0.9 -0.5 0.5
C 1.85578 -3.71013 -1.96441 -0.3 0.2 -0.4
C 2.87776 -3.75491 -2.90948 0.2 -0.1 -0.1
C 3.42433 -2.55667 -3.39986 -0.4 0.0 0.2
C 3.10936 -1.34072 -2.78090 0.1 -0.3 0.2
C -2.11783 2.80842 2.20029 -0.3 0.6 0.0
C -1.75837 4.04494 1.62232 -0.1 -0.2 0.2
C -2.28521 5.24016 2.13136 0.0 -0.3 0.0
C -3.18040 5.22048 3.20730 0.2 -0.3 -0.2
C -3.60871 3.99828 3.72794 0.2 -0.2 -0.2
C -3.07574 2.80239 3.23542 0.1 0.0 0.0
C -2.30667 -0.10345 2.20280 0.2 -0.2 0.0
C -1.79386 -1.34311 2.62981 -0.3 0.2 0.0
C -2.66379 -2.40528 2.89877 0.1 0.2 -0.2
C -4.03566 -2.26162 2.67230 0.2 0.0 0.0
C -4.53005 -1.06176 2.16484 0.2 0.1 -0.2
C -3.67439 0.01076 1.91532 0.1 -0.2 0.1
H -0.06440 0.05388 -1.49236 1.0 0.8 0.9
H -1.47423 1.43929 -0.42010 0.4 -0.1 0.2
H 1.45586 1.71719 -2.46541 0.3 0.0 0.1
H 2.72990 3.22413 -3.92650 0.3 0.0 0.3
H 5.14335 3.69431 -3.43692 -0.1 -0.1 0.3
H 6.21646 2.72890 -1.40828 -0.3 -0.1 -0.1
H 4.94464 1.14396 0.05081 -0.1 0.1 -0.3
H 0.57149 -2.46466 -0.73465 0.9 0.0 0.2
H 1.40575 -4.63118 -1.59094 0.0 0.2 -0.3
H 3.25455 -4.72047 -3.27736 -0.3 0.5 0.2
H 4.12375 -2.57888 -4.24124 -0.2 0.0 0.4
H 3.58019 -0.42772 -3.14435 0.0 -0.2 0.4
H -1.06204 4.06493 0.77916 -0.2 0.0 0.3
H -1.98557 6.19338 1.69421 -0.1 -0.3 0.1
H -3.53890 6.14964 3.64318 0.0 -0.2 -0.2
H -4.35028 3.96106 4.52755 0.3 0.0 -0.2
H -3.40932 1.85390 3.66205 0.2 0.4 0.0
H -0.71480 -1.46622 2.74821 -0.3 0.0 0.2
H -2.27373 -3.34470 3.28684 -0.1 0.2 -0.1
H -4.71661 -3.08923 2.88166 0.2 0.3 0.0
H -5.58776 -0.94800 1.95161 0.1 -0.1 0.1
H -4.08054 0.93610 1.50675 0.1 -0.2 0.2
Te 2.50162 -1.18598 1.76517 0.5 -2.5 3.7
C 3.65926 0.05004 3.00980 0.3 0.3 -0.1
C 4.19639 -0.59089 4.14962 -0.2 0.3 0.1
C 4.85584 0.17150 5.11955 -0.1 0.0 -0.5
C 5.01347 1.55377 4.93289 -0.1 -0.4 0.0
C 4.51301 2.18188 3.79186 -0.3 -0.2 -0.6
C 3.83796 1.43613 2.81029 0.0 -0.1 0.4
H 4.05525 -1.66905 4.27044 0.1 0.4 0.1
H 5.24452 -0.31265 6.01341 -0.1 0.1 -0.2
H 5.54024 2.13686 5.68432 -0.1 -0.1 -0.1
H 4.63971 3.25914 3.65493 0.0 -0.4 0.0
H 3.43215 1.91257 1.91355 0.2 0.0 0.3


10
Properties=species:S:1:pos:R:3:forces:R:3 method="wB97M-V/def2-TZVPD" homo_lumo_gap_ev=8.7 de_lowest_kj_mol=339.2 homo_ev=-9.153 total_energy_ha=-595.88985
C -0.58002 -0.42758 -0.84273 -0.1 -0.9 1.9
C 0.26572 -1.28814 -0.25980 0.7 -1.0 -1.8
C 0.25204 1.43914 0.68506 1.5 -2.7 -1.0
C -0.49239 0.91133 -0.29518 -1.1 2.9 -0.2
F -1.36898 1.82582 -0.93082 0.5 -1.0 0.3
P 1.60762 -0.68221 0.72364 -1.7 2.7 2.0
H -1.45931 -0.85205 -1.31568 0.2 0.7 -0.7
H 0.39262 -2.30712 -0.68537 -0.6 0.4 0.7
H 0.36929 2.54321 0.90227 0.0 -1.8 -0.1
H 1.01341 -1.16242 2.01861 0.7 0.5 -1.2